1.
DFT (wB97M-V/def2-TZVPD) results for a single C9H11FN2 molecule.

Calculated values
- Spin multiplicity: 1
- ΔE to the lowest compared entry with this formula, charge and spin: 0.0 kcal/mol

XYZ file:
```
23
Properties=species:S:1:pos:R:3:lowdin_charge:R:1
C -0.726 1.823 -0.373 -0.19
C -0.874 0.447 0.279 -0.19
C -1.826 0.180 1.159 -0.09
C -0.031 -0.672 -0.193 -0.22
C 0.021 -0.952 -1.568 -0.06
C 0.766 -1.979 -2.068 -0.08
C 1.529 -2.738 -1.156 -0.10
C 1.539 -2.457 0.180 -0.08
C 0.723 -1.411 0.708 -0.02
H 1.178 3.279 1.014 0.08
H 0.653 1.922 1.843 0.07
H -1.482 2.903 1.191 0.08
H 0.167 1.852 -0.985 0.11
H -1.553 2.064 -1.049 0.13
H -2.015 -0.829 1.566 0.14
H -0.651 -0.354 -2.263 0.14
H 0.738 -2.219 -3.166 0.12
H 2.136 -3.580 -1.482 0.10
H 2.100 -3.010 0.930 0.10
H 0.600 -1.194 1.762 0.11
N 0.368 2.877 1.532 -0.02
N -0.696 2.900 0.555 -0.15
F -2.662 1.149 1.583 0.02
```

2.
DFT (wB97M-V/def2-TZVPD) results for 2 unconnected molecules or ions with the total composition C5H14O.

Calculated values
- Spin multiplicity: 1
- ΔE to the lowest compared entry with this formula, charge and spin: 47.7 kcal/mol

XYZ file:
```
20
Properties=species:S:1:pos:R:3:lowdin_charge:R:1
C 1.481 -0.174 -1.407 -0.29
C 0.924 -1.542 -0.872 -0.12
C 1.801 0.924 -0.405 -0.11
H 2.386 -0.576 -1.933 0.11
H 0.675 0.168 -2.067 0.10
H 1.796 -2.109 -0.501 0.07
H 0.859 -2.172 -1.788 0.08
H 2.434 1.574 -1.042 0.09
H 0.912 1.515 -0.308 0.03
H 0.095 -1.625 -0.229 0.02
H 2.158 0.690 0.598 0.09
C -1.665 0.722 1.689 -0.28
C -2.366 -0.283 0.737 -0.07
O -0.930 1.639 0.874 -0.14
H -2.135 1.508 2.276 0.10
H -0.886 0.211 2.357 0.13
H -1.529 -0.645 0.150 0.03
H -0.062 1.249 0.607 0.02
H -3.097 0.090 0.055 0.06
H -2.849 -1.165 1.209 0.08
```

3.
DFT (wB97M-V/def2-TZVPD) results for 2 unconnected molecules or ions with the total composition C3H9NO3P.

Calculated values
- Spin multiplicity: 1
- Charge: -1
- ΔE to the lowest compared entry with this formula, charge and spin: 27.3 kcal/mol

XYZ file:
```
17
Properties=species:S:1:pos:R:3:lowdin_charge:R:1
C -2.673 0.071 -0.601 -0.09
C 2.624 1.167 -0.041 -0.16
C -1.731 -0.696 0.252 -0.41
N -1.777 -0.684 1.496 0.04
O 0.843 -0.001 -1.798 -0.39
O 1.620 -1.439 0.007 -0.24
O 0.226 0.577 0.714 -0.38
P 1.186 0.116 -0.335 0.20
H -3.338 -0.569 -1.144 0.05
H -3.239 0.702 0.117 0.08
H -2.048 0.587 -1.304 0.06
H 2.319 2.123 0.172 0.01
H 3.313 0.943 0.715 0.02
H 3.144 1.041 -0.928 0.01
H 1.496 -1.595 1.002 0.08
H -0.975 -1.343 -0.339 0.11
H -0.991 -1.002 2.013 0.01
```

4.
DFT (wB97M-V/def2-TZVPD) results for a gas-phase ion, C5H14N3 (charge +1).

Calculated values
- Spin multiplicity: 1
- Charge: +1
- ΔE to the lowest compared entry with this formula, charge and spin: 93.9 kcal/mol

XYZ file:
```
22
Properties=species:S:1:pos:R:3:lowdin_charge:R:1
C 0.551 -1.062 0.050 -0.16
C 2.445 0.108 0.970 -0.10
C -0.942 -1.071 0.063 0.03
C -3.121 -0.036 -0.162 0.06
C 1.643 0.588 -1.261 -0.03
N -1.244 1.165 0.574 0.17
N -1.676 -0.020 0.114 -0.16
N 1.293 0.178 0.134 -0.33
H 0.783 -1.703 0.975 0.16
H 0.709 -1.584 -0.899 0.14
H 2.742 -0.986 1.155 0.11
H 2.277 0.732 2.009 0.14
H -1.339 -1.975 -0.156 0.12
H -3.453 -0.825 -0.771 0.10
H -3.548 -0.194 0.805 0.11
H -3.414 0.873 -0.626 0.10
H 2.296 1.442 -1.272 0.09
H 2.192 -0.188 -1.652 0.07
H 0.660 0.699 -1.676 0.09
H 3.249 0.655 0.427 0.09
H -1.815 1.989 0.420 0.14
H -0.288 1.213 0.777 0.08
```

5.
DFT (wB97M-V/def2-TZVPD) results for 10 unconnected molecules or ions with the total composition C33H68N10O11.

Calculated values
- Spin multiplicity: 1
- ΔE to the lowest compared entry with this formula, charge and spin: 0.0 kcal/mol

XYZ file:
```
122
Properties=species:S:1:pos:R:3:lowdin_charge:R:1
C -1.697 4.830 -0.519 -0.36
O -0.485 4.860 -0.580 0.01
N -2.582 4.472 -1.479 -0.19
C -3.982 4.718 -1.199 -0.07
C -2.279 3.718 -2.689 -0.03
H -2.210 5.162 0.400 0.13
H -4.521 3.767 -1.288 0.09
H -4.507 5.332 -1.942 0.09
H -4.178 5.216 -0.255 0.08
H -2.578 4.369 -3.512 0.10
H -1.218 3.483 -2.690 0.08
H -2.894 2.819 -2.650 0.07
C 3.326 -1.870 2.538 -0.33
O 2.867 -2.703 1.786 0.00
N 4.606 -1.412 2.506 -0.18
C 5.075 -0.521 3.559 -0.04
C 5.581 -2.010 1.622 -0.05
H 2.763 -1.446 3.381 0.11
H 5.508 -1.091 4.386 0.09
H 4.281 0.109 3.955 0.06
H 5.813 0.104 3.052 0.09
H 6.300 -2.627 2.168 0.09
H 5.078 -2.591 0.856 0.07
H 6.127 -1.203 1.128 0.09
C -6.516 -1.205 -4.664 -0.34
O -7.391 -1.299 -5.507 0.01
N -6.782 -1.063 -3.350 -0.19
C -5.667 -1.049 -2.415 -0.08
C -8.141 -0.855 -2.872 -0.03
H -5.446 -1.266 -4.901 0.12
H -5.390 -0.029 -2.123 0.08
H -4.778 -1.490 -2.860 0.05
H -5.894 -1.570 -1.485 0.09
H -8.844 -1.467 -3.424 0.09
H -8.191 -1.122 -1.816 0.08
H -8.357 0.213 -2.928 0.09
C 3.474 -1.545 -1.218 -0.33
O 4.601 -1.110 -1.309 0.01
N 2.564 -1.618 -2.220 -0.17
C 1.192 -2.050 -2.041 -0.04
C 2.899 -1.169 -3.567 -0.05
H 3.027 -1.886 -0.268 0.11
H 0.557 -1.159 -1.999 0.08
H 1.053 -2.535 -1.072 0.09
H 0.906 -2.772 -2.802 0.09
H 3.852 -0.654 -3.565 0.08
H 3.016 -2.016 -4.253 0.10
H 2.039 -0.611 -3.934 0.05
C -3.940 -6.635 -2.064 -0.36
O -2.930 -7.157 -1.626 0.01
N -4.128 -5.324 -2.230 -0.18
C -5.350 -4.801 -2.846 -0.04
C -3.124 -4.330 -1.952 -0.05
H -4.805 -7.204 -2.441 0.13
H -6.185 -5.492 -2.904 0.09
H -4.998 -4.537 -3.849 0.10
H -5.737 -3.855 -2.468 0.07
H -2.840 -3.722 -2.816 0.07
H -3.464 -3.539 -1.273 0.08
H -2.234 -4.737 -1.481 0.09
C 1.776 -1.294 6.080 -0.36
O 1.233 -2.099 5.350 0.00
N 2.723 -1.530 7.006 -0.18
C 3.180 -0.509 7.947 -0.05
C 3.255 -2.874 7.228 -0.03
H 1.509 -0.229 5.995 0.11
H 4.235 -0.311 7.729 0.09
H 3.175 -0.880 8.970 0.08
H 2.580 0.374 7.740 0.08
H 3.188 -3.170 8.275 0.09
H 2.647 -3.600 6.692 0.09
H 4.276 -2.873 6.849 0.09
C -2.378 -1.255 -4.600 -0.36
O -2.847 -2.342 -4.899 0.00
N -1.160 -0.812 -4.945 -0.17
C -0.267 -1.660 -5.744 -0.02
C -0.819 0.580 -4.787 -0.07
H -2.931 -0.567 -3.943 0.12
H -0.107 -2.540 -5.116 0.09
H 0.721 -1.220 -5.845 0.08
H -0.754 -1.857 -6.696 0.10
H 0.181 0.782 -4.383 0.06
H -0.734 1.136 -5.729 0.10
H -1.489 1.127 -4.135 0.05
C 3.352 4.214 -2.183 -0.34
O 4.236 4.577 -2.927 0.02
N 2.653 3.048 -2.288 -0.18
C 1.839 2.565 -1.184 -0.06
C 3.041 2.047 -3.272 -0.04
H 3.007 4.803 -1.311 0.13
H 0.932 2.130 -1.617 0.07
H 1.608 3.403 -0.537 0.07
H 2.299 1.696 -0.702 0.09
H 2.112 1.561 -3.570 0.06
H 3.597 2.373 -4.145 0.10
H 3.696 1.360 -2.728 0.09
C 2.319 2.885 5.066 -0.32
O 2.814 1.780 5.202 -0.01
N 2.655 3.969 5.800 -0.19
C 2.057 5.263 5.549 -0.06
C 3.710 3.926 6.793 -0.04
H 1.529 3.117 4.332 0.13
H 1.483 5.173 4.623 0.08
H 2.814 6.035 5.414 0.09
H 1.329 5.605 6.289 0.09
H 4.372 3.098 6.531 0.09
H 4.323 4.824 6.719 0.09
H 3.412 3.766 7.829 0.09
C 0.378 0.282 2.553 -0.05
C 0.030 1.412 1.805 -0.06
C -0.715 1.300 0.652 -0.01
C -1.077 0.022 0.214 -0.16
C -0.697 -1.097 0.913 0.00
C 0.044 -0.978 2.084 -0.04
N -1.872 -0.113 -1.003 -0.32
O -2.704 -0.990 -1.029 0.09
O -1.696 0.670 -1.920 0.04
H 0.939 0.378 3.474 0.09
H 0.378 2.369 2.174 0.10
H -0.993 2.207 0.132 0.10
H -0.964 -2.071 0.522 0.12
H 0.324 -1.807 2.722 0.11
```

DFT total energy, record by record: -558.85297; -274.06607; -741.64809; -362.82959; -2673.30574 a.u.
Max |F|, record by record: 2.5; 3.8; 3.1; 4.0; 1.7 eV Å⁻¹
E_HOMO, record by record: -0.3266; -0.3733; -0.1681; -0.4745; -0.3252 hartree